Formula: C28H45Br30N3O3PSi
Source: the OMol25 dataset
Level of theory: ωB97M-V/def2-TZVPD

Output
- E (eV) = -2158811.2346
- net charge = +1

Each line ends with the Löwdin charge.
Element x y z (Å)
C: 0.8529 2.8518 2.5494  -0.180
N: 3.1836 -3.1314 -1.8900  -0.264
C: -1.1773 -0.7462 -1.0071  -0.349
H: 6.1414 1.4612 -1.8541  0.102
C: 0.2097 -0.0220 2.9773  -0.167
Br: 1.4531 6.6769 2.2474  0.550
Br: 0.9728 5.7380 5.2588  0.591
P: 2.1500 -2.1165 -2.4596  0.785
Br: -0.6260 -5.9624 -0.8289  0.578
O: 4.9818 -0.8393 -2.7199  0.164
O: 4.2582 0.9015 -3.8222  0.153
H: 6.4520 2.9252 -0.9976  0.117
H: -3.2896 -1.1069 -1.0428  0.094
C: -1.4783 1.7418 1.0542  -0.155
H: 3.8950 6.0430 -6.9796  -0.028
Br: 0.3137 -3.2698 4.9341  0.570
Br: -11.7531 -8.4032 2.1026  0.564
H: 5.8410 -0.0224 2.8294  0.063
H: -1.4825 1.9375 -0.0109  0.013
Br: -8.0443 -6.9323 2.8174  0.560
Br: -1.6263 -6.3767 2.1493  0.549
Br: -3.1823 6.2536 -5.9861  0.567
Br: -5.3193 -6.1063 -1.3126  0.608
H: -2.5533 -7.2452 0.0387  -0.059
H: 0.8744 -2.6619 -2.3833  -0.004
Br: -5.2643 -3.1523 -2.5053  0.592
Br: -0.7551 -8.8901 0.4019  0.613
H: 7.1148 -0.2396 -0.7231  0.111
C: -2.4350 -1.3556 -0.4206  -0.220
C: 3.2265 0.3389 -1.6933  -0.036
C: 3.3184 1.5159 -0.9458  -0.129
H: -2.2198 1.0009 1.3166  0.024
H: -1.4124 -2.0362 -2.4723  0.087
Br: -5.4830 2.1351 0.5190  0.564
H: -1.3162 6.7561 -7.5225  -0.026
H: 2.4501 2.6353 0.6040  0.097
Br: -2.0405 5.4926 -2.6565  0.580
H: 0.7062 3.7704 1.9946  -0.023
Br: -11.5244 -5.4898 0.8521  0.549
H: 3.9242 -3.3627 -2.5369  -0.020
H: -1.9331 4.1313 -0.6025  -0.056
H: 0.3992 0.3784 3.9635  0.040
Si: 0.2276 1.3308 1.6862  0.589
C: 6.0471 1.2988 0.3324  -0.176
C: 1.6331 -2.3616 5.9963  -1.660
Br: -7.3620 4.3227 1.8524  0.609
H: -7.1395 -4.4705 -1.6049  -0.026
Br: 5.7207 4.3970 -6.7798  0.584
H: -1.2588 0.3287 -1.0553  0.116
Br: -12.5695 -5.8659 3.8315  0.573
H: 5.5834 -0.7786 0.0336  0.102
Br: -0.0443 6.4539 -5.4314  0.519
H: -13.5001 -6.7043 1.7032  -0.031
C: 2.3621 1.7278 0.0349  -0.076
H: 5.1317 1.3356 0.9156  0.097
Br: -6.3234 -9.2631 1.4964  0.576
C: 5.8111 2.0492 -1.0084  -0.158
Br: 3.1435 -1.8418 4.9200  0.569
H: -5.9786 -6.8193 1.4810  -0.109
O: -1.0502 -1.1502 -2.3679  -0.035
H: 0.3371 -2.1648 -0.5067  0.089
C: -6.1178 -4.3559 -1.2753  -1.616
Br: 2.1600 -3.3778 7.5320  0.612
Br: -4.2725 4.2525 2.5874  0.566
H: 1.9307 2.7591 2.7032  0.048
H: 0.4235 2.8943 3.5423  0.037
Br: -5.0112 -7.3684 3.6841  0.557
Br: -0.9868 7.8464 3.9057  0.581
N: -2.3432 -2.8140 -0.3122  0.032
H: 2.3723 -1.6991 -3.7857  0.039
C: -5.5964 3.9254 1.2239  -1.645
C: 7.2590 -0.6809 1.3590  -0.250
H: -2.4590 -3.1575 0.6257  0.065
C: -1.4127 6.0408 -6.7197  -1.614
H: 5.5416 -1.6498 2.2120  0.067
Br: 2.5877 4.0958 -6.2066  0.506
C: -1.5376 -7.1416 0.3919  -1.644
Br: -1.4826 6.3860 0.3187  0.566
H: 6.8227 -1.3708 3.3857  0.071
C: 2.1750 -0.5623 -1.4365  -0.129
H: 4.2123 2.9736 -2.1477  0.121
C: 4.3851 2.5644 -1.1514  -0.129
H: -5.3854 4.6009 0.4079  -0.032
H: 3.5074 1.5111 -3.8467  0.120
H: -0.7372 -0.5530 2.9598  0.034
C: 0.0732 -1.1705 -0.1877  -0.086
H: -2.5585 -0.9398 0.5761  0.104
H: -1.5206 -3.2023 -0.7441  -0.003
H: 6.8407 1.8099 0.8660  0.112
C: 3.9547 4.9961 -7.2370  -1.641
C: -12.4875 -6.6287 2.0692  -1.651
Br: 0.4849 4.2734 -1.0721  0.628
H: -1.7719 2.6738 1.5281  0.011
C: 0.8133 7.1764 3.9933  -1.616
C: 4.2269 0.0643 -2.7872  -0.557
H: 0.9652 -0.7667 2.7361  0.012
H: 4.2129 3.3907 -0.4706  0.123
H: 1.4421 7.9803 4.3454  -0.027
Br: -1.1696 4.2934 -7.4807  0.575
Br: -6.1706 -3.6486 0.5132  0.579
H: 1.1723 -1.4537 6.3551  -0.034
N: 1.3662 0.8718 0.2936  0.030
C: -6.2967 -7.4977 2.2597  -1.663
C: 6.3139 -0.9522 2.5250  -0.117
C: 6.4704 -0.1639 0.1446  -0.212
C: 1.2275 -0.2633 -0.4356  -0.171
H: -0.2079 -1.2738 0.8554  0.103
H: 7.9872 0.0717 1.6415  0.103
C: -1.3338 4.9566 -0.9546  -1.593
Br: 3.6074 4.8440 -9.1155  0.598
H: 7.7496 -1.6010 1.0597  0.107